No. 1
{
  "formula": "C46H43BCrN11OSe",
  "method": "ωB97M-V with the def2-TZVPD basis set",
  "elements": ["Cr", "C", "C", "C", "C", "N", "N", "B", "N", "N", "C", "C", "C", "C", "C", "C", "C", "C", "C", "C", "N", "N", "C", "C", "C", "C", "C", "C", "C", "C", "C", "C", "C", "C", "C", "C", "C", "C", "H", "H", "H", "H", "H", "H", "H", "H", "H", "H", "H", "H", "H", "H", "H", "H", "H", "H", "H", "H", "H", "H", "H", "H", "H", "H", "H", "H", "Se", "N", "C", "C", "C", "C", "C", "N", "C", "C", "N", "C", "C", "C", "C", "C", "N", "H", "H", "H", "H", "H", "H", "C", "N", "C", "C", "C", "O", "H", "H", "H", "H", "H", "H", "H", "H", "H"],
  "positions_angstrom": [[-0.154, -0.175, -0.094], [3.137, 3.639, -1.921], [2.401, 2.358, -2.037], [2.248, 1.559, -3.156], [1.472, 0.464, -2.754], [1.120, 0.642, -1.468], [1.740, 1.760, -1.029], [1.915, 2.017, 0.484], [0.550, 2.469, 1.007], [-0.535, 1.685, 0.811], [-1.612, 2.414, 1.181], [-1.176, 3.664, 1.637], [0.201, 3.666, 1.509], [1.155, 4.756, 1.823], [-3.036, 2.084, 1.136], [-3.938, 3.140, 0.964], [-5.300, 2.941, 1.070], [-5.803, 1.674, 1.326], [-4.923, 0.609, 1.443], [-3.557, 0.812, 1.349], [2.245, 0.691, 1.178], [1.483, -0.403, 0.976], [1.950, -1.377, 1.776], [3.012, -0.874, 2.524], [3.174, 0.442, 2.117], [4.146, 1.432, 2.630], [1.444, -2.751, 1.845], [1.440, -3.584, 0.730], [0.997, -4.891, 0.843], [0.550, -5.379, 2.061], [0.581, -4.563, 3.181], [1.038, -3.262, 3.077], [1.416, -0.777, -3.549], [0.298, -1.568, -3.873], [0.494, -2.758, -4.588], [1.739, -3.136, -5.044], [2.836, -2.338, -4.763], [2.672, -1.196, -4.003], [3.402, 3.987, -2.915], [2.534, 4.393, -1.420], [4.053, 3.512, -1.348], [2.644, 1.738, -4.133], [2.750, 2.821, 0.669], [-1.779, 4.453, 2.036], [0.622, 5.592, 2.270], [1.918, 4.411, 2.519], [1.653, 5.101, 0.918], [-3.561, 4.127, 0.750], [-5.966, 3.785, 0.972], [-6.866, 1.518, 1.431], [-5.296, -0.390, 1.624], [-2.893, -0.023, 1.459], [3.588, -1.405, 3.252], [4.777, 0.957, 3.376], [4.775, 1.814, 1.831], [3.633, 2.275, 3.089], [1.825, -3.212, -0.208], [1.021, -5.540, -0.018], [0.200, -6.397, 2.144], [0.268, -4.938, 4.143], [1.080, -2.632, 3.952], [0.116, -2.041, -1.998], [-0.370, -3.354, -4.839], [1.847, -4.030, -5.635], [3.814, -2.602, -5.135], [3.544, -0.614, -3.748], [-3.571, -6.863, -0.106], [-3.190, -5.719, 1.166], [-2.619, -4.648, 0.656], [-2.212, -3.496, 1.421], [-2.444, -3.287, 2.782], [-1.988, -2.113, 3.356], [-1.314, -1.177, 2.581], [-1.088, -1.355, 1.283], [-1.521, -2.496, 0.721], [-1.163, -2.640, -0.669], [-0.226, -1.828, -1.063], [-1.098, -1.162, -3.696], [-2.141, -1.976, -3.436], [-2.271, -3.254, -2.778], [-1.889, -3.570, -1.501], [-2.467, -4.688, -0.776], [-2.931, -5.779, -1.342], [-2.965, -4.033, 3.360], [-2.164, -1.911, 4.398], [-0.968, -0.245, 3.010], [-1.320, -0.161, -4.048], [-3.115, -1.608, -3.748], [-2.976, -3.941, -3.236], [-3.940, 2.449, -3.131], [-2.831, 1.875, -2.397], [-1.557, 2.567, -2.412], [-2.932, 0.723, -1.734], [-4.269, 0.036, -1.744], [-1.961, 0.215, -1.139], [-3.658, 3.429, -3.506], [-4.814, 2.566, -2.490], [-4.208, 1.828, -3.989], [-1.657, 3.512, -2.938], [-0.796, 1.963, -2.911], [-1.228, 2.762, -1.390], [-4.695, 0.002, -2.742], [-4.966, 0.569, -1.098], [-4.154, -0.974, -1.361]],
  "forces_ev_per_a": [[-0.528, 1.888, -0.208], [0.111, 0.017, 0.188], [-0.227, -0.403, -0.304], [-0.312, -0.034, 0.374], [0.230, 0.663, 0.065], [-0.035, -0.448, -0.214], [0.301, 0.431, -0.312], [-0.589, -0.231, -0.107], [0.133, 0.691, 0.444], [-0.389, -0.297, 0.026], [0.507, 0.551, 0.131], [0.296, -0.338, -0.135], [-0.450, -0.252, -0.142], [0.187, -0.040, -0.032], [-0.499, -0.300, -0.043], [0.169, -0.129, -0.026], [-0.079, -0.018, -0.017], [0.015, -0.051, -0.013], [-0.037, -0.010, 0.121], [0.000, 0.101, 0.122], [0.631, 0.244, 0.185], [0.133, -0.616, 0.272], [0.355, 0.271, 0.218], [-0.260, 0.217, -0.277], [-0.282, -0.510, 0.075], [0.063, 0.213, -0.111], [-0.084, -0.308, -0.014], [0.182, 0.019, 0.173], [0.006, -0.048, -0.120], [0.007, -0.017, 0.049], [0.073, -0.086, 0.039], [0.101, 0.054, -0.162], [-0.086, -0.467, -0.239], [0.347, -0.156, -0.294], [-0.015, 0.101, 0.081], [0.168, 0.010, 0.053], [-0.128, -0.116, -0.041], [-0.071, -0.020, 0.062], [0.001, 0.076, -0.002], [-0.007, 0.089, -0.033], [0.083, 0.030, 0.038], [0.148, 0.010, -0.248], [0.218, 0.254, 0.109], [-0.118, 0.149, 0.104], [0.033, -0.016, -0.007], [0.066, 0.078, 0.037], [0.050, 0.074, 0.036], [0.024, 0.158, 0.003], [-0.101, 0.052, -0.048], [-0.079, -0.008, -0.006], [-0.069, -0.047, 0.031], [-0.106, 0.036, -0.025], [0.191, -0.133, 0.133], [0.045, 0.026, 0.037], [0.098, 0.075, -0.038], [0.024, 0.072, 0.056], [0.023, -0.017, -0.069], [-0.004, -0.095, -0.130], [-0.006, -0.102, 0.001], [-0.046, -0.088, 0.076], [-0.009, 0.086, 0.103], [0.079, 0.210, 0.271], [-0.063, -0.017, -0.088], [0.023, -0.137, -0.053], [0.090, -0.035, 0.012], [0.039, 0.103, 0.039], [0.046, 0.205, -0.112], [0.300, 0.817, 1.035], [-0.597, -1.390, -0.376], [0.448, 0.954, -0.008], [0.138, 0.320, -0.179], [-0.159, -0.168, -0.200], [-0.001, 0.177, 0.110], [-0.524, -0.518, 0.465], [-0.651, -0.363, 1.124], [0.662, 0.517, -0.830], [-0.624, -1.880, -0.668], [-0.453, -0.285, -0.148], [0.257, 0.624, -0.273], [0.233, -0.186, 0.624], [0.141, 0.339, -0.759], [-0.562, -1.232, 0.155], [0.452, 0.588, -0.769], [-0.089, -0.119, 0.069], [0.040, 0.051, 0.177], [0.046, 0.033, -0.020], [-0.129, 0.097, 0.008], [-0.055, 0.063, 0.030], [-0.044, -0.090, 0.061], [-0.502, 0.025, -0.225], [0.272, -0.298, 0.224], [0.495, 0.058, 0.151], [-0.369, 0.335, -0.284], [0.161, -0.069, 0.066], [0.563, -0.199, 0.443], [0.009, -0.054, 0.073], [-0.018, 0.014, -0.023], [-0.039, 0.063, 0.013], [-0.048, -0.038, 0.004], [0.008, 0.082, 0.040], [0.052, 0.026, -0.098], [-0.043, -0.004, -0.114], [-0.016, 0.080, -0.043], [0.031, -0.037, 0.053]],
  "homo_lumo_gap_ev": [7.05, 6.72],
  "lumo_energy_ev": [-6.257, -6.583],
  "total_charge": 2,
  "max_force_ev_per_a": 2.09,
  "multiplicity": 4,
  "total_energy_ha": -5926.765188,
  "mol_weight_g_mol": 907.7
}

=====

No. 2
{
  "formula": "C15H36B2FN6O6",
  "method": "ωB97M-V with the def2-TZVPD basis set",
  "elements": ["C", "C", "O", "C", "N", "C", "C", "B", "O", "N", "C", "C", "C", "O", "B", "O", "O", "N", "C", "N", "F", "C", "C", "C", "N", "H", "H", "H", "H", "H", "H", "H", "H", "H", "H", "H", "H", "H", "H", "H", "H", "H", "H", "H", "H", "H", "H", "H", "H", "H", "H", "H", "H", "H", "C", "C", "O", "N", "C", "H", "H", "H", "H", "H", "H", "H"],
  "positions_angstrom": [[1.086, 1.736, 1.856], [0.379, 1.529, 0.507], [-0.221, 2.750, 0.051], [-0.754, 0.515, 0.628], [-0.883, -0.458, -0.488], [0.268, -1.399, -0.648], [1.136, -1.191, -1.892], [2.039, -2.459, -2.318], [2.456, -2.483, -3.640], [2.446, -3.543, -1.439], [1.461, -4.616, -1.283], [3.000, -3.115, -0.160], [0.321, -0.727, -3.093], [-0.471, -1.767, -3.583], [-1.241, -1.481, -4.718], [-2.429, -2.150, -4.863], [-0.766, -0.629, -5.680], [-0.557, 0.424, -2.751], [-1.344, 0.078, -1.650], [-2.634, 0.224, -1.752], [-3.094, 0.845, -2.860], [-3.694, -0.156, -0.825], [-3.815, -1.657, -0.630], [-5.087, -2.012, 0.147], [-6.224, -1.146, -0.228], [0.530, 1.303, 2.682], [2.076, 1.287, 1.866], [1.172, 2.798, 2.055], [1.125, 1.215, -0.225], [0.353, 3.162, -0.593], [-1.678, 1.091, 0.678], [-0.701, -0.057, 1.549], [0.885, -1.292, 0.236], [-0.160, -2.399, -0.661], [1.842, -0.377, -1.685], [3.170, -1.855, -3.773], [1.946, -5.581, -1.149], [0.790, -4.646, -2.139], [0.843, -4.452, -0.390], [2.237, -2.851, 0.582], [3.713, -2.303, -0.290], [3.568, -3.942, 0.269], [1.012, -0.378, -3.857], [-2.899, -2.173, -4.029], [-1.354, 0.126, -5.756], [0.022, 1.221, -2.507], [-3.603, 0.393, 0.110], [-4.620, 0.185, -1.283], [-3.806, -2.160, -1.599], [-2.957, -2.049, -0.085], [-4.900, -1.992, 1.221], [-5.334, -3.042, -0.099], [-6.415, -0.509, 0.535], [-7.059, -1.714, -0.284], [3.956, 3.749, 3.867], [2.759, 3.520, 4.761], [2.078, 2.507, 4.685], [2.464, 4.486, 5.664], [3.155, 5.742, 5.900], [4.062, 2.892, 3.209], [3.824, 4.647, 3.264], [4.866, 3.852, 4.458], [1.659, 4.275, 6.233], [3.521, 5.784, 6.926], [2.478, 6.582, 5.738], [3.999, 5.845, 5.228]],
  "forces_ev_per_a": [[-0.250, -0.012, -0.170], [0.314, 0.280, 0.508], [-0.309, -0.404, -0.304], [-0.568, -0.306, 0.047], [0.619, 0.395, -0.261], [-0.058, 0.022, -0.242], [-0.012, 0.024, 0.178], [0.237, -0.334, -0.273], [-0.087, 0.081, 0.450], [-0.521, 0.515, 0.258], [0.135, 0.108, 0.148], [0.065, -0.517, 0.018], [0.973, 0.058, -0.163], [-0.636, 0.344, 0.368], [0.171, -0.611, -0.320], [0.041, 0.781, -0.009], [0.177, 0.088, 0.634], [-0.161, -0.616, -0.173], [-0.232, 0.198, 0.083], [0.215, 0.001, 0.308], [-0.053, 0.176, -0.125], [-0.618, -0.064, -0.028], [0.400, -0.194, 0.251], [-0.333, 0.123, -0.264], [0.104, -0.369, 0.374], [-0.040, 0.048, 0.122], [0.086, -0.019, 0.013], [0.143, 0.086, 0.017], [-0.052, -0.219, -0.123], [0.227, 0.320, -0.013], [-0.017, 0.061, 0.084], [0.185, -0.170, 0.004], [-0.060, -0.079, 0.154], [-0.018, -0.093, 0.106], [0.045, 0.104, -0.022], [0.095, 0.048, -0.481], [0.043, -0.116, -0.160], [0.058, -0.206, -0.155], [-0.070, 0.026, 0.024], [0.001, 0.128, 0.057], [-0.066, 0.173, -0.004], [0.049, -0.044, 0.032], [-0.140, 0.135, -0.153], [-0.121, -0.602, 0.179], [-0.156, 0.072, -0.580], [-0.047, 0.137, -0.012], [0.255, -0.001, 0.052], [0.034, 0.098, -0.114], [-0.172, 0.128, -0.154], [0.074, 0.014, 0.007], [0.115, 0.100, 0.073], [-0.001, -0.096, 0.049], [0.002, 0.182, -0.074], [-0.071, 0.019, -0.213], [-0.045, -0.040, -0.015], [-0.008, -0.022, 0.094], [0.018, -0.002, -0.110], [0.059, 0.058, -0.070], [-0.193, -0.128, 0.097], [-0.033, -0.035, 0.023], [0.066, 0.031, 0.027], [0.020, 0.059, -0.030], [-0.002, -0.005, 0.024], [0.052, 0.044, -0.017], [0.053, 0.043, -0.014], [0.018, -0.006, -0.017]],
  "homo_lumo_gap_ev": 7.79,
  "lumo_energy_ev": -3.359,
  "total_charge": 1,
  "max_force_ev_per_a": 0.99,
  "total_energy_ha": -1522.567860,
  "mol_weight_g_mol": 437.1
}